Model a:
Density functional theory data (ωB97M-V/def2-TZVPD) for C2HNO2S in the gas phase.

Positions of all 7 atoms, in Å:
C: -0.4484 -0.3150 0.9897
C: 0.4777 0.5161 -0.7739
S: 1.2144 1.5941 -1.7031
H: -0.6122 -0.5251 1.9822
O: 0.1541 0.6808 0.4951
N: -0.6718 -1.2202 0.0939
O: -0.1139 -0.7307 -1.0839

As for the SMILES: S=c1ocno1. As for the lowest unoccupied orbital energy: 0.34 eV. Its spin multiplicity is 1.


Model b:
Density functional theory data (ωB97M-V/def2-TZVPD) for 2 unconnected molecules or ions with the total composition C2HNO2S.

Positions of all 7 atoms, in Å:
N: -0.7829 1.2268 -0.2842
S: -0.2550 -1.9089 -0.1854
C: 1.4587 0.2358 -0.0835
O: 2.1649 1.1578 -0.0999
C: -1.5312 0.5217 0.1897
O: 0.9734 -0.8776 0.0608
H: -2.0278 -0.3555 0.4025

As for the lowest unoccupied orbital energy: 0.05 eV. Its spin multiplicity is 1.


Which of them is the most stable? Correct choice: model a.


Model a:
Density functional theory data (ωB97M-V/def2-TZVPD) for 3 unconnected molecules or ions with the total composition C5H15NO2.

Positions of all 23 atoms, in Å:
C: 0.8203 -0.5202 -0.0351
C: 0.4562 0.6884 -0.5156
H: 3.7589 0.7701 -0.5837
C: 0.9368 -1.8661 -0.7746
H: 2.7744 2.0176 -0.6371
H: -0.4953 1.5084 1.3537
H: 0.1145 -1.8180 -1.4945
O: -6.2933 1.3141 2.0917
H: 1.2413 -2.6693 1.2275
H: 0.8724 0.3007 -2.4783
H: 1.8977 -1.9213 -1.2980
C: 0.8232 -2.9883 0.2608
H: -7.0585 0.9737 1.6294
O: 3.6733 1.7113 -0.3829
H: 0.0407 1.8052 -2.2556
H: -6.6049 1.0694 2.9728
C: 0.0584 1.7608 0.4426
H: -0.1792 -3.3346 0.4663
N: 0.3938 0.9467 -1.8672
H: 0.8855 -0.6235 1.0341
H: 1.5858 -3.7652 0.0478
H: 0.9975 2.2223 0.7787
H: -0.6997 2.4178 0.0172

The expectation value of S² is 0.750. As for the lowest unoccupied orbital energy (alpha / beta): 2.90 / 2.81 eV. The charge is -1. Its spin multiplicity is 2.


Model b:
Density functional theory data (ωB97M-V/def2-TZVPD) for 3 unconnected molecules or ions with the total composition C5H15NO2.

Positions of all 23 atoms, in Å:
C: 0.4082 0.7971 -1.0558
C: 1.7517 0.3021 -0.3998
H: -1.2502 -1.8656 -1.6491
H: -0.8280 0.6234 2.4881
H: -0.0021 2.0912 3.1404
H: -1.5960 -1.9093 -3.1747
C: -0.5481 1.7375 2.2634
C: 1.3220 0.5048 1.1552
C: -0.5616 1.0690 0.0568
H: -1.4516 1.7778 0.0627
H: -1.3633 2.4138 2.0981
H: 0.5395 -2.4622 -0.2007
H: 0.5960 -0.2733 1.4507
O: -1.9592 -1.8568 -2.3065
N: 0.3881 1.7574 1.1140
H: 2.0219 -0.7494 -0.5862
O: -0.3128 -2.9191 -0.3152
H: 0.7396 1.7043 -1.7299
H: 2.1820 0.8220 1.7639
H: -1.0331 0.1226 0.4721
H: 0.0486 -3.7686 -0.5433
H: 0.0205 0.0511 -1.8020
H: 2.6026 0.8645 -0.7332

The expectation value of S² is 0.750. As for the lowest unoccupied orbital energy (alpha / beta): 3.62 / 3.56 eV. The charge is -1. Its spin multiplicity is 2.


Which of them is the most stable? Correct choice: model a.